(1)
The following is a DFT calculation (wB97M-V/def2-TZVPD) of a molecular structure, C19H16BrCoF2N2O9P2.

Geometry as ORCA input:
```
! RIJCOSX wB97M-V def2-TZVPD def2/J DEFGRID3
* xyz -1 2
Co 0.07 0.14 -1.04
F 5.12 -1.62 -0.82
C 4.25 -0.59 -0.93
C 2.89 -0.85 -0.89
C 1.99 0.21 -1.00
C 2.51 1.52 -1.15
C 3.88 1.71 -1.18
F 4.40 2.96 -1.33
C 4.78 0.68 -1.08
C 1.48 2.57 -1.23
C 1.68 3.95 -1.23
C 0.58 4.79 -1.27
C -0.70 4.25 -1.30
C -0.82 2.87 -1.30
N 0.23 2.06 -1.27
H 2.54 -1.86 -0.77
H 5.85 0.85 -1.11
H 2.68 4.34 -1.19
H 0.72 5.86 -1.27
H -1.58 4.87 -1.32
H -1.78 2.38 -1.32
C -2.86 -3.37 -0.30
C -2.44 -2.66 -1.58
O -3.12 -3.29 -2.66
P -2.90 -0.85 -1.50
O -4.12 -0.69 -2.53
O -3.55 -0.55 -0.12
O -1.81 0.09 -1.93
P -0.62 -2.85 -1.77
O -0.52 -2.37 -3.34
O -0.18 -4.25 -1.66
O 0.02 -1.81 -0.87
H -3.95 -3.33 -0.19
H -2.41 -2.92 0.58
H -2.54 -4.41 -0.37
H -2.60 -3.12 -3.46
H -3.90 0.01 -3.15
H -2.92 -0.59 0.71
H 0.14 -2.93 -3.77
Br -0.87 -1.13 7.20
C -0.14 -0.47 5.57
C 1.14 0.07 5.57
N 1.71 0.54 4.47
C 1.01 0.49 3.34
C -0.27 -0.03 3.25
C -0.86 -0.53 4.40
C -1.01 -0.04 1.93
O -2.11 -0.65 1.92
O -0.45 0.51 0.97
H 1.71 0.12 6.49
H 1.49 0.88 2.44
H -1.86 -0.95 4.35
*
```

LUMO level (alpha / beta) in eV: 2.445 / 2.445
HOMO energy (alpha / beta) in hartree: -0.2123 / -0.2006
Energy above the lowest of the compared OMol25 structures with the same formula, charge and spin in kJ/mol: 0.00
Gap between HOMO and LUMO (alpha / beta) in eV: 8.223 / 7.903



(2)
The following is a DFT calculation (wB97M-V/def2-TZVPD) of a molecular structure, C19H16BrFeI4N2.

Geometry as ORCA input:
```
! RIJCOSX wB97M-V def2-TZVPD def2/J DEFGRID3
* xyz 2 6
Fe 0.24 -0.14 0.16
I -2.35 -1.10 1.16
C -1.24 -1.90 2.79
I 0.84 -1.48 2.62
H -1.36 -2.97 2.79
H -1.60 -1.44 3.71
I 2.81 0.24 -0.90
I 4.24 2.46 -0.57
N 0.38 -1.72 -0.98
C 0.45 -2.80 -1.63
C -0.78 -3.41 -2.17
C -0.89 -4.79 -2.25
C -2.07 -5.36 -2.72
C -3.11 -4.55 -3.13
C -3.00 -3.16 -3.07
C -1.84 -2.59 -2.58
C 1.78 -3.43 -1.83
C 2.11 -3.94 -3.08
C 3.37 -4.49 -3.28
C 4.28 -4.54 -2.23
C 3.94 -4.05 -0.98
C 2.69 -3.48 -0.78
H -0.07 -5.42 -1.93
H -2.16 -6.43 -2.78
H -4.02 -4.99 -3.51
H -3.81 -2.53 -3.41
H -1.73 -1.51 -2.56
H 1.40 -3.90 -3.90
H 3.64 -4.88 -4.25
H 5.25 -4.98 -2.39
H 4.64 -4.11 -0.16
H 2.41 -3.10 0.20
Br -0.81 1.88 -1.28
C -0.60 2.61 0.47
C -0.90 3.92 0.74
C -0.72 4.33 2.05
C -0.26 3.42 3.00
C 0.02 2.13 2.60
N -0.15 1.71 1.34
H -1.26 4.59 -0.03
H -0.94 5.35 2.33
H -0.12 3.71 4.03
H 0.40 1.40 3.30
*
```

LUMO level (alpha / beta) in eV: -7.058 / -7.571
HOMO energy (alpha / beta) in hartree: -0.5357 / -0.5349
Energy above the lowest of the compared OMol25 structures with the same formula, charge and spin in kJ/mol: 32.72
Gap between HOMO and LUMO (alpha / beta) in eV: 7.520 / 6.983



(3)
The following is a DFT calculation (wB97M-V/def2-TZVPD) of a single C19H16F2N2O6 molecule in a non-equilibrium geometry.

Geometry as ORCA input:
```
! RIJCOSX wB97M-V def2-TZVPD def2/J DEFGRID3
* xyz 0 1
C 6.85 0.29 -3.35
H 6.93 1.37 -3.41
H 7.81 -0.12 -3.05
H 6.54 -0.13 -4.30
O 5.84 -0.08 -2.41
C 6.03 0.35 -1.16
O 6.98 1.01 -0.83
C 4.95 -0.08 -0.24
C 5.03 0.30 1.10
C 4.05 -0.07 1.99
C 2.97 -0.84 1.56
C 2.89 -1.22 0.23
C 3.87 -0.84 -0.67
H 3.81 -1.14 -1.71
H 2.05 -1.82 -0.10
C 1.87 -1.24 2.51
N 0.62 -0.60 2.15
C -0.38 -1.27 1.52
O -0.32 -2.47 1.28
C -1.54 -0.42 1.17
C -2.58 -0.97 0.53
C -3.81 -0.35 0.09
C -4.85 -1.18 -0.32
C -6.06 -0.66 -0.75
C -6.28 0.71 -0.79
C -5.26 1.56 -0.39
C -4.04 1.05 0.04
O -3.01 1.87 0.43
C -2.99 3.17 0.05
F -1.74 3.61 0.23
F -3.78 3.94 0.83
H -3.28 3.35 -1.00
H -5.44 2.62 -0.39
H -7.23 1.10 -1.11
N -7.11 -1.55 -1.18
O -8.15 -1.06 -1.57
O -6.89 -2.74 -1.12
H -4.72 -2.25 -0.31
H -2.51 -2.03 0.32
H -1.50 0.61 1.45
H 0.57 0.40 2.24
H 1.69 -2.32 2.45
H 2.13 -0.97 3.54
H 4.12 0.22 3.03
H 5.88 0.89 1.42
*
```

LUMO level in eV: -0.834
HOMO energy in hartree: -0.3461
Energy above the lowest of the compared OMol25 structures with the same formula, charge and spin in kJ/mol: 0.00
Structure (SMILES): COC(=O)c1ccc(CNC(=O)/C=C/c2cc([N+](=O)[O-])ccc2OC(F)F)cc1
Gap between HOMO and LUMO in eV: 8.583



(4)
The following is a DFT calculation (wB97M-V/def2-TZVPD) of a single C19H16N2O2 molecule in a non-equilibrium geometry.

Geometry as ORCA input:
```
! RIJCOSX wB97M-V def2-TZVPD def2/J DEFGRID3
* xyz 0 1
O 1.27 -3.76 -2.93
O 2.23 -1.34 1.46
C 0.57 -2.91 -2.40
C 1.17 -0.77 1.66
C 0.91 -2.30 -1.09
C -2.58 -2.38 -4.31
C -0.70 -2.50 -3.05
C -2.70 -1.37 -3.41
C -1.48 -1.48 -2.59
C 0.22 -1.21 -0.62
C 0.72 0.57 5.73
C 0.58 1.51 4.68
C 0.97 -0.75 5.42
C 0.75 1.10 3.34
C 1.14 -1.14 4.09
C 0.98 -0.24 3.03
N -1.40 -3.07 -4.09
N 0.25 -0.59 0.64
C -3.85 -0.42 -3.18
C -1.01 0.14 0.82
C -0.95 0.90 -1.64
C -0.93 -0.62 -1.48
C -1.75 0.21 -0.54
H 1.67 -2.76 -0.52
H -3.33 -2.61 -5.06
H 0.60 0.90 6.75
H 0.39 2.53 4.93
H 1.10 -1.46 6.24
H 0.64 1.84 2.55
H 1.39 -2.16 3.89
H -1.16 -3.95 -4.56
H -3.48 0.62 -3.14
H -4.40 -0.67 -2.25
H -4.56 -0.46 -4.00
H -1.64 -0.38 1.56
H -0.83 1.14 1.20
H -0.07 1.49 -1.35
H -1.39 1.31 -2.54
H -2.83 0.24 -0.62
*
```

LUMO level in eV: 0.222
HOMO energy in hartree: -0.3123
Energy above the lowest of the compared OMol25 structures with the same formula, charge and spin in kJ/mol: 36.61
Structure (SMILES): Cc1c[nH]c2c1[C@@]13C[C@@H]1CN(C(=O)c1ccccc1)C3=CC2=O
Gap between HOMO and LUMO in eV: 8.720



(5)
The following is a DFT calculation (wB97M-V/def2-TZVPD) of a single C19H16N2O4S3 molecule in a non-equilibrium geometry.

Geometry as ORCA input:
```
! RIJCOSX wB97M-V def2-TZVPD def2/J DEFGRID3
* xyz 0 1
C -3.23 6.40 1.78
C -4.50 6.04 1.86
C -5.36 5.63 0.70
H -5.89 4.70 0.95
O -4.69 5.51 -0.53
C -3.85 4.47 -0.73
C -3.56 3.47 0.19
C -2.70 2.44 -0.14
C -2.09 2.38 -1.40
C -2.39 3.40 -2.32
C -3.24 4.42 -2.00
H -3.47 5.20 -2.70
H -1.93 3.38 -3.30
C -1.18 1.34 -1.80
C -0.72 0.26 -1.12
C 0.21 -0.66 -1.75
O 0.66 -0.62 -2.87
N 0.52 -1.70 -0.87
C 0.00 -1.65 0.38
S 0.29 -2.74 1.56
S -1.05 -0.26 0.53
N 1.52 -2.59 -1.20
H 1.59 -2.62 -2.21
S 3.05 -2.01 -0.58
O 4.01 -2.24 -1.62
O 2.83 -0.68 -0.09
C 3.37 -3.13 0.77
C 3.42 -4.48 0.50
C 3.66 -5.36 1.54
C 3.84 -4.87 2.83
C 3.80 -3.51 3.08
C 3.56 -2.63 2.04
H 3.50 -1.56 2.20
H 3.94 -3.14 4.08
H 4.02 -5.56 3.64
H 3.70 -6.42 1.35
H 3.28 -4.82 -0.51
H -0.80 1.42 -2.81
H -2.49 1.68 0.60
H -3.99 3.49 1.18
H -6.11 6.41 0.53
H -5.02 6.04 2.81
H -2.67 6.69 2.65
H -2.70 6.41 0.84
*
```

LUMO level in eV: -0.837
HOMO energy in hartree: -0.2996
Structure (SMILES): C=CCOc1ccc(/C=C2\SC(=S)N(NS(=O)(=O)c3ccccc3)C2=O)cc1
Gap between HOMO and LUMO in eV: 7.315



(6)
The following is a DFT calculation (wB97M-V/def2-TZVPD) of a molecular structure, C19H16N4NaO2S.

Geometry as ORCA input:
```
! RIJCOSX wB97M-V def2-TZVPD def2/J DEFGRID3
* xyz -1 1
Na 0.37 0.56 -0.21
C -3.09 -2.56 -1.02
C -2.05 -1.48 -1.10
N -1.26 -1.17 -0.15
N -1.31 -1.87 1.02
C -0.48 -1.29 1.90
O 0.19 -0.24 1.77
C -0.37 -2.03 3.22
C 0.55 -1.58 4.16
C 0.71 -2.24 5.37
C -0.07 -3.36 5.66
C -0.99 -3.81 4.72
C -1.14 -3.15 3.51
C -1.89 -0.68 -2.36
C -2.68 -0.91 -3.47
C -2.48 -0.15 -4.62
C -1.49 0.81 -4.62
C -0.73 0.97 -3.46
N -0.93 0.26 -2.37
H -3.04 -3.02 -0.04
H -2.93 -3.32 -1.79
H -4.09 -2.15 -1.18
H 1.13 -0.70 3.91
H 1.43 -1.88 6.09
H 0.05 -3.88 6.60
H -1.60 -4.68 4.94
H -1.85 -3.50 2.77
H -3.45 -1.68 -3.44
H -3.09 -0.32 -5.50
H -1.29 1.42 -5.50
H 0.08 1.70 -3.41
O 0.90 2.55 -0.60
N 2.04 3.18 -0.78
C 2.11 4.46 -0.34
C 3.24 5.22 -0.47
C 4.35 4.64 -1.10
C 4.26 3.34 -1.54
C 3.10 2.54 -1.40
S 2.98 0.92 -1.92
H 1.20 4.79 0.12
H 3.25 6.23 -0.10
H 5.26 5.20 -1.23
H 5.10 2.86 -2.03
*
```

LUMO level in eV: 2.434
HOMO energy in hartree: -0.1511
Energy above the lowest of the compared OMol25 structures with the same formula, charge and spin in kJ/mol: 0.00
Gap between HOMO and LUMO in eV: 6.544



(7)
The following is a DFT calculation (wB97M-V/def2-TZVPD) of a single C19H16N4O3S molecule in a non-equilibrium geometry.

Geometry as ORCA input:
```
! RIJCOSX wB97M-V def2-TZVPD def2/J DEFGRID3
* xyz 0 1
O 2.21 -1.64 -0.71
O 1.92 -4.75 5.52
O 2.78 -5.87 3.88
N -1.30 0.33 -0.44
N 1.13 3.17 -3.61
S 1.93 0.70 -2.74
C 1.05 -1.22 -0.72
C -1.11 -0.83 0.12
C 0.82 -0.11 -1.61
C -0.34 0.62 -1.43
C 0.78 2.04 -2.94
C 0.40 4.22 -3.52
C 0.94 -3.71 1.01
C 1.36 -4.50 2.04
C -0.92 4.13 -2.90
C 1.20 -2.72 3.63
C -0.32 1.97 -2.10
C 0.52 -2.36 1.25
C 1.60 -4.10 3.37
C -1.25 2.99 -2.16
C 0.62 -1.88 2.66
N 0.10 -1.60 0.19
N 2.19 -4.93 4.32
C -2.37 -1.31 0.91
C 0.83 5.44 -4.32
C -2.72 2.89 -1.72
C 0.11 -0.57 3.24
H 0.75 -4.14 0.04
H 1.60 -5.47 1.70
H -1.74 4.86 -3.01
H 1.63 -2.29 4.50
H -3.32 -1.28 0.40
H -2.15 -2.38 1.16
H -2.43 -0.82 1.87
H 1.76 5.76 -3.87
H 1.12 5.13 -5.26
H 0.14 6.30 -4.30
H -2.73 2.88 -0.59
H -3.26 2.09 -2.12
H -3.39 3.71 -1.99
H 0.63 -0.29 4.17
H -0.86 -0.58 3.60
H 0.10 0.14 2.49
*
```

LUMO level in eV: -1.119
HOMO energy in hartree: -0.3161
Energy above the lowest of the compared OMol25 structures with the same formula, charge and spin in kJ/mol: 446.63
Structure (SMILES): Cc1cc(C)c2c(n1)sc1c(=O)n(-c3ccc([N+](=O)[O-])cc3C)c(C)nc12
Gap between HOMO and LUMO in eV: 7.481



(8)
The following is a DFT calculation (wB97M-V/def2-TZVPD) of a single C19H16N4O4S molecule in a non-equilibrium geometry.

Geometry as ORCA input:
```
! RIJCOSX wB97M-V def2-TZVPD def2/J DEFGRID3
* xyz 0 1
C -2.76 -3.93 4.56
H -3.49 -4.67 5.03
H -3.01 -3.97 3.54
H -1.81 -4.06 4.80
C -3.34 -2.32 5.04
C -2.33 -1.39 4.48
N -2.64 -0.45 3.75
N -2.01 0.38 3.34
C -0.72 0.09 3.78
N 0.41 0.81 3.65
C 0.21 1.66 2.75
C -1.05 2.17 2.17
C -2.20 1.70 2.57
O -3.29 1.62 2.21
H -1.15 3.16 1.64
C 1.66 2.61 2.51
O 1.61 3.40 1.35
C 1.58 2.50 0.16
C 1.29 3.10 -0.98
C 1.47 2.39 -2.24
C 1.34 1.12 -2.33
C 1.60 0.25 -1.12
C 1.51 0.97 0.15
H 1.70 0.42 1.05
H 1.21 -0.74 -1.14
N 1.31 0.43 -3.42
C 1.42 -0.72 -3.74
O 1.31 -1.91 -2.92
C 1.42 -1.20 -5.25
C 1.27 -0.39 -6.28
C 1.07 -1.37 -7.45
C 1.12 -2.47 -6.97
O 1.28 -2.53 -5.54
H 1.24 -3.38 -7.38
H 1.14 -0.96 -8.50
H 1.13 0.47 -6.36
H 1.14 1.13 -4.31
H 1.56 2.91 -3.10
H 1.41 4.20 -1.05
H 1.68 3.28 3.18
H 2.52 1.97 2.79
S -0.46 -1.53 4.77
H -4.23 -2.31 4.69
H -3.09 -2.44 6.11
*
```

LUMO level in eV: -0.645
HOMO energy in hartree: -0.3138
Energy above the lowest of the compared OMol25 structures with the same formula, charge and spin in kJ/mol: 1515.88
Structure (SMILES): CCc1nn2c(=O)cc(COc3ccc(NC(=O)c4ccco4)cc3)nc2s1
Gap between HOMO and LUMO in eV: 7.895